1.
ORCA calculation (the ωB97M-V functional and the def2-TZVPD basis) on 2 unconnected molecules or ions with the total composition C34H36F3N3O4S3 at a distorted geometry.

Each line ends with the Löwdin charge.
Element x y z (Å)
C (-0.11, -2.52, -4.01)  -0.04
C (-1.01, -1.86, -3.02)  -0.27
C (-1.71, -2.63, -2.10)  -0.01
C (-2.45, -2.05, -1.07)  -0.20
C (-2.99, -2.92, 0.02)  -0.05
C (-2.60, -0.65, -1.06)  -0.13
N (-3.42, -0.04, -0.06)  0.00
C (-3.03, 0.81, 0.91)  -0.01
N (-4.00, 1.00, 1.81)  0.02
C (-3.93, 1.85, 2.93)  -0.12
C (-3.09, 3.01, 2.83)  -0.26
C (-2.27, 3.21, 1.70)  -0.17
C (-3.14, 3.95, 3.90)  -0.01
C (-3.94, 3.75, 5.01)  -0.29
C (-4.00, 4.78, 6.10)  -0.07
C (-4.67, 2.55, 5.12)  -0.04
C (-4.62, 1.58, 4.12)  -0.22
C (-5.28, 0.27, 4.45)  -0.07
C (-5.21, 0.28, 1.41)  -0.09
C (-4.85, -0.38, 0.12)  -0.08
C (-1.90, 0.16, -1.97)  -0.19
C (-1.96, 1.66, -1.91)  -0.03
C (-1.10, -0.46, -2.93)  0.00
H (0.10, -1.87, -4.86)  0.09
H (0.85, -2.80, -3.56)  0.08
H (-0.58, -3.45, -4.38)  0.08
H (-1.63, -3.72, -2.16)  0.12
H (-2.91, -2.46, 1.01)  0.09
H (-4.04, -3.20, -0.16)  0.08
H (-2.42, -3.86, 0.06)  0.08
H (-1.20, 3.43, 1.82)  0.02
H (-2.05, 1.30, 0.95)  0.09
H (-2.72, 3.56, 0.75)  0.03
H (-2.55, 4.87, 3.82)  0.12
H (-4.45, 4.37, 7.02)  0.07
H (-2.99, 5.15, 6.34)  0.08
H (-4.60, 5.65, 5.80)  0.08
H (-5.27, 2.36, 6.01)  0.11
H (-5.14, 0.09, 5.53)  0.08
H (-6.37, 0.31, 4.29)  0.09
H (-4.85, -0.59, 3.93)  0.07
H (-5.47, -0.48, 2.15)  0.10
H (-6.06, 0.96, 1.29)  0.15
H (-5.43, 0.00, -0.73)  0.14
H (-4.96, -1.46, 0.16)  0.10
H (-1.45, 2.05, -2.80)  0.09
H (-2.98, 2.05, -1.92)  0.09
H (-1.43, 2.06, -1.04)  0.06
H (-0.53, 0.15, -3.62)  0.13
F (4.57, -0.52, 2.03)  0.07
C (4.95, -0.69, 0.73)  -0.80
F (6.31, -0.73, 0.68)  0.09
F (4.47, -1.88, 0.29)  0.09
S (4.27, 0.74, -0.15)  1.09
N (4.55, 0.32, -1.79)  -0.57
S (6.17, 0.56, -2.60)  0.70
C (6.88, -1.09, -2.62)  -0.28
C (8.17, -1.25, -2.12)  -0.06
C (8.78, -2.50, -2.20)  -0.06
C (8.10, -3.58, -2.77)  -0.07
C (6.80, -3.40, -3.26)  -0.06
C (6.20, -2.15, -3.20)  -0.05
O (5.80, 0.90, -3.95)  -0.27
O (6.97, 1.42, -1.79)  -0.28
S (3.11, 0.35, -2.77)  0.64
C (1.97, -0.01, -1.47)  -0.38
C (1.81, -1.34, -1.04)  -0.08
C (1.02, -1.57, 0.08)  -0.06
C (0.41, -0.52, 0.77)  -0.04
C (0.57, 0.79, 0.32)  -0.08
C (1.33, 1.05, -0.81)  -0.10
O (2.91, 1.70, -3.24)  -0.27
O (3.24, -0.78, -3.66)  -0.30
H (8.68, -0.40, -1.67)  0.12
H (9.79, -2.63, -1.81)  0.11
H (8.57, -4.56, -2.82)  0.11
H (6.26, -4.24, -3.69)  0.11
H (5.19, -2.00, -3.59)  0.10
H (2.30, -2.15, -1.59)  0.12
H (0.89, -2.59, 0.42)  0.11
H (-0.19, -0.72, 1.66)  0.12
H (0.13, 1.62, 0.86)  0.10
H (1.45, 2.07, -1.21)  0.13

Results
Electronic energy = -3276.423849 hartree
Maximum force = 2.626 eV/A
Lowest unoccupied orbital energy = -0.010 Eh
HOMO energy = -5.14 eV

=====

2.
ORCA calculation (the ωB97M-V functional and the def2-TZVPD basis) on a molecular structure, C34H37AsClGeO3Tc.

Each line ends with the Löwdin charge.
Element x y z (Å)
Tc (0.05, -0.52, 0.81)  1.39
C (-1.86, -2.68, 0.11)  -0.14
C (-1.58, -2.44, -1.37)  -0.34
As (0.13, -1.52, -1.45)  1.26
C (0.23, -0.29, -2.95)  -0.36
C (-0.67, -0.68, -4.12)  -0.12
C (1.54, -2.84, -1.64)  -0.36
C (1.58, -3.43, -3.04)  -0.13
H (-2.84, -3.12, 0.26)  0.11
H (-1.88, -1.71, 0.67)  0.05
H (-1.11, -3.32, 0.58)  0.06
H (-2.33, -1.78, -1.81)  0.06
H (-1.55, -3.35, -1.97)  0.09
H (1.28, -0.27, -3.25)  0.08
H (-0.01, 0.71, -2.59)  0.03
H (-0.48, -1.70, -4.46)  0.07
H (-0.49, -0.01, -4.96)  0.09
H (-1.73, -0.60, -3.86)  0.07
H (1.35, -3.59, -0.88)  0.06
H (2.47, -2.33, -1.39)  0.08
H (0.64, -3.93, -3.31)  0.08
H (2.37, -4.18, -3.10)  0.09
H (1.80, -2.68, -3.80)  0.07
Cl (6.67, -3.37, 5.06)  0.76
C (5.24, -3.22, 4.12)  -0.64
C (4.80, -1.95, 3.76)  -0.08
C (3.66, -1.82, 3.00)  -0.01
C (2.96, -2.97, 2.60)  -0.15
C (3.42, -4.24, 2.97)  0.02
C (4.56, -4.37, 3.74)  -0.06
C (1.75, -2.90, 1.79)  -0.43
O (1.04, -3.75, 1.35)  0.11
O (1.38, -1.55, 1.49)  -0.29
H (5.35, -1.08, 4.09)  0.11
H (3.31, -0.84, 2.72)  0.11
H (2.86, -5.12, 2.67)  0.13
H (4.92, -5.34, 4.04)  0.12
C (-2.51, 0.90, -1.02)  0.01
C (-1.27, 0.67, -0.23)  -0.45
O (-1.12, 1.08, 1.22)  -0.11
H (-2.99, 1.80, -0.65)  0.12
H (-3.21, 0.07, -0.96)  0.09
H (-2.23, 1.08, -2.06)  0.09
C (-0.15, 1.38, 0.17)  -0.35
Ge (1.13, 2.95, -0.17)  1.08
C (2.82, 2.15, 0.34)  -0.29
C (3.60, 2.66, 1.37)  -0.09
C (4.82, 2.08, 1.70)  -0.06
C (5.26, 0.96, 1.00)  -0.07
C (4.49, 0.42, -0.01)  -0.08
C (3.28, 1.01, -0.34)  -0.15
C (0.87, 3.13, -2.09)  -0.30
C (-0.36, 3.55, -2.59)  -0.12
C (-0.58, 3.64, -3.95)  -0.06
C (0.43, 3.32, -4.84)  -0.06
C (1.67, 2.92, -4.36)  -0.06
C (1.89, 2.82, -2.99)  -0.11
C (0.48, 4.40, 0.93)  -0.28
C (-0.78, 4.43, 1.53)  -0.10
C (-1.18, 5.53, 2.26)  -0.06
C (-0.34, 6.63, 2.39)  -0.05
C (0.91, 6.62, 1.79)  -0.06
C (1.32, 5.51, 1.06)  -0.11
H (3.27, 3.54, 1.92)  0.10
H (5.43, 2.50, 2.48)  0.12
H (6.22, 0.52, 1.25)  0.12
H (4.84, -0.44, -0.56)  0.11
H (2.70, 0.61, -1.17)  0.08
H (-1.15, 3.84, -1.90)  0.11
H (-1.54, 3.98, -4.33)  0.12
H (0.27, 3.41, -5.91)  0.12
H (2.48, 2.70, -5.06)  0.12
H (2.87, 2.53, -2.64)  0.10
H (-1.45, 3.59, 1.45)  0.09
H (-2.16, 5.54, 2.73)  0.11
H (-0.65, 7.49, 2.96)  0.12
H (1.56, 7.48, 1.87)  0.12
H (2.29, 5.53, 0.58)  0.11

Results
Electronic energy = -6396.527999 hartree
Charge = +2
Maximum force = 0.782 eV/A
Lowest unoccupied orbital energy (alpha / beta) = -0.301 / -0.301 Eh
HOMO energy (alpha / beta) = -14.01 / -14.01 eV
ΔE to the lowest compared entry with this formula, charge and spin = 71.50 kcal/mol